The following is a quantum chemistry calculation of the ion C4H11N2O with charge -2 in a non-equilibrium geometry, from the Open Molecules 2025 dataset.

XYZ file:
```
18
Properties=species:S:1:pos:R:3:forces:R:3:mulliken_spin:R:1
C -0.716 -1.583 -0.357 0.6 0.0 0.2 0.187
O -0.018 -2.740 -0.314 0.1 -0.2 -0.1 -0.016
C 0.210 -0.328 -0.314 -0.9 0.2 0.5 -0.207
C -0.550 1.007 -0.409 0.4 0.2 0.1 0.042
C -0.331 2.107 0.669 0.5 0.3 -0.1 2.892
N 0.307 1.794 1.937 0.2 0.1 -0.1 -0.429
N 1.264 -0.464 -1.303 0.7 -0.1 -0.2 0.051
H -1.407 -1.440 0.513 -0.3 0.0 -0.2 0.018
H -1.297 -1.478 -1.300 -0.5 0.2 -0.2 -0.021
H 0.617 -0.386 0.691 0.6 -0.2 0.0 -0.065
H -0.222 1.534 -1.315 -0.3 -0.3 -0.3 0.011
H -1.616 0.774 -0.490 -0.1 0.1 0.0 -0.611
H 0.269 2.902 0.204 0.0 -0.2 -0.2 -0.075
H -1.270 2.629 0.864 -0.3 -0.1 0.2 0.013
H 0.650 0.858 2.065 -0.3 -0.1 -0.1 0.286
H -0.231 2.122 2.723 -0.3 -0.1 0.2 -1.082
H 1.416 -1.480 -1.337 0.0 0.1 0.0 -0.010
H 0.887 -0.213 -2.213 -0.1 0.0 0.0 0.018
```
Forces are in eV/Å.

Computed properties:
Relative energy (zero: lowest compared OMol25 entry of this formula, charge and spin)   0.427 eV
2S+1   2
Expectation value of S²   0.7510
Net charge   -2
Kohn-Sham gap (alpha / beta)   2.892 / 6.927 eV